Record 1
Computed, not measured: one molecule with the formula C6H6O2 at a distorted geometry, with wB97M-V/def2-TZVPD.

ΔE to the lowest compared entry with this formula, charge and spin (kJ/mol): 200.1
Total charge: 0
HOMO (eV): -8.87
Maximum force (eV/Å): 3.143
SMILES: C1=C[C@@H]2C=C[C@H](O1)O2
LUMO level (eV): 0.883
HOMO-LUMO gap (eV): 9.751

```
14
Properties=species:S:1:pos:R:3:forces:R:3
O 0.36236 -0.26999 1.49342 -1.2 -2.4 0.5
O -1.52403 -0.87527 0.23234 -0.3 1.5 -0.8
H 0.39314 -1.67831 -1.58090 0.7 -0.1 0.8
C 0.75778 0.70181 0.64045 0.9 2.2 -0.9
C -0.20104 -1.18252 0.56913 0.4 -2.1 0.4
C -1.59063 0.44089 -0.22028 2.4 1.3 1.5
C 0.67019 -1.13431 -0.66066 0.1 0.1 -0.6
H 2.10105 0.51308 -1.22658 -0.9 -1.1 0.7
H 1.45385 1.33703 1.20009 -0.5 0.5 -0.3
H -0.57674 2.40555 -0.22359 -0.2 -1.0 -0.1
C 1.42028 -0.05112 -0.52001 0.2 1.7 -1.3
H -0.20147 -2.18411 0.98033 -0.3 0.0 0.5
C -0.54714 1.32684 0.02208 -0.8 -0.9 -0.3
H -2.51761 0.65042 -0.70582 -0.4 0.3 -0.1
```
Positions in Å, forces in eV/Å.

Record 2
Computed, not measured: C9H17LiN6OS as an isolated structure at a distorted geometry, with wB97M-V/def2-TZVPD.

ΔE to the lowest compared entry with this formula, charge and spin (kJ/mol): 121.8
Total charge: 0
HOMO (eV): -7.26
Maximum force (eV/Å): 1.438
LUMO level (eV): -0.003
HOMO-LUMO gap (eV): 7.260

```
35
Properties=species:S:1:pos:R:3:forces:R:3
S -1.04844 -1.07390 0.06199 0.3 -0.9 0.1
N -1.96844 1.00720 -1.15761 0.1 0.0 0.2
H -3.69304 3.65650 -2.36921 -0.1 0.1 -0.1
C -3.57824 2.61110 -2.09741 0.2 0.0 0.2
H -0.71734 -3.67100 0.64509 -0.2 -0.1 0.1
H -1.51454 3.21500 2.92949 0.1 0.1 0.1
H -1.44794 2.61380 -2.35281 0.0 0.0 0.2
N 0.08416 -3.91300 0.07739 -0.1 0.2 0.0
H -3.43394 2.28790 0.73019 0.0 -0.1 0.1
H -0.25244 -4.03380 -0.86901 -0.1 -0.1 -0.1
O 2.77406 -2.51150 -0.28971 1.4 -0.2 -0.1
H -3.01104 4.05050 2.48619 0.0 0.1 0.1
C 4.93856 -1.64970 0.02209 -0.4 -0.3 -0.1
N 7.43216 -2.14570 0.11699 0.3 -0.1 0.0
N 3.96226 0.63280 0.58329 -0.1 0.2 0.0
C -1.60344 0.50400 0.03109 -0.2 0.3 -0.1
C -2.16864 2.38240 -1.56221 -0.3 0.3 -0.1
H 5.46046 -4.15870 -0.22531 0.1 -0.1 0.0
N -1.72204 1.18550 1.18709 0.1 0.0 -0.1
C -2.20844 3.41660 2.11779 -0.2 -0.2 -0.2
H -1.85164 0.34610 -1.91431 0.0 0.0 0.2
H -4.32774 2.35970 -1.35091 -0.1 0.0 0.1
H -1.67374 3.95690 1.34199 0.1 0.1 -0.1
C 4.02786 -2.68440 -0.22721 -0.5 -0.5 -0.2
H -3.36894 1.62380 2.36499 0.0 0.0 -0.2
C 4.43046 -0.38600 0.31229 -0.4 0.7 0.2
H -1.29054 0.70870 1.96889 0.0 -0.1 -0.3
C -2.77554 2.10790 1.57949 -0.1 0.4 0.1
C 6.30816 -1.89120 0.07589 0.6 -0.1 0.0
H 3.82606 -4.69370 -0.41021 0.1 0.1 0.0
H 0.43146 -4.80860 0.39609 0.1 0.1 0.0
Li 1.19566 -2.13330 -0.06511 -0.8 0.1 0.2
H -3.75514 1.99330 -2.97441 -0.1 0.0 -0.1
H -1.96174 3.04470 -0.72391 0.1 -0.1 0.0
N 4.50176 -3.94990 -0.43901 -0.1 0.1 0.0
```
Positions in Å, forces in eV/Å.

Record 3
Computed, not measured: C24H12AuF5N5Se as an isolated structure at a distorted geometry, with wB97M-V/def2-TZVPD.

ΔE to the lowest compared entry with this formula, charge and spin (kJ/mol): 0.0
Total charge: +1
HOMO (spin up / spin down) (eV): -11.41 / -11.41
Maximum force (eV/Å): 1.597
LUMO level (spin up / spin down) (eV): -5.057 / -5.056
HOMO-LUMO gap (spin up / spin down) (eV): 6.351 / 6.352

```
48
Properties=species:S:1:pos:R:3:forces:R:3
C 0.35128 -6.70795 0.55053 0.0 -0.1 0.1
C -0.47288 -4.47007 0.62273 0.0 -0.2 0.0
H 1.28564 7.23924 0.24175 0.0 0.0 0.0
C -1.39970 5.15869 0.18330 0.0 0.0 0.0
N -0.04573 1.77658 -0.02300 0.0 0.0 0.3
F 1.40322 -4.96518 -2.41078 0.0 0.0 0.0
F -1.16668 -3.53382 1.28562 0.1 0.0 0.1
H -2.48076 5.16807 0.19866 0.0 0.0 0.0
C -2.78216 -1.38249 0.00090 -0.1 0.1 0.1
N 1.98390 -0.25971 -0.10435 0.0 -0.1 -0.1
C -2.87008 0.95583 0.01567 -0.1 -0.1 0.0
C 2.59939 -1.47791 -0.09176 0.0 0.1 0.2
H 1.95600 -2.33539 -0.06235 0.0 0.0 0.0
C -4.91064 -0.33742 0.02126 -0.1 0.0 0.0
C 0.81682 -5.18777 -1.23609 0.1 0.0 0.0
C -0.69652 3.97357 0.11176 -0.1 0.0 0.0
C -0.35507 -5.71572 1.20885 0.0 0.0 0.0
C 1.43660 5.10641 0.12690 0.0 0.0 0.0
C 3.95541 -1.63524 -0.09347 0.0 0.1 0.0
C 4.15306 0.72991 -0.06945 0.0 0.0 0.0
C 0.09858 -4.17758 -0.60912 0.1 0.3 0.6
C -4.26894 0.87141 0.03523 0.0 0.0 0.0
Au -0.07235 -0.21628 -0.16986 0.0 -1.4 -0.7
H -5.99132 -0.38412 0.02457 0.0 0.0 0.0
N 2.31959 2.15608 -0.02596 0.0 0.0 -0.1
H -1.16540 7.28455 0.28932 0.0 0.0 0.0
C -0.65532 6.33262 0.23053 0.0 0.0 0.0
F 0.46286 -7.90833 1.09588 0.0 0.0 0.0
F 1.62596 -7.39883 -1.29041 0.0 0.0 0.0
C 2.75494 0.85782 -0.07277 0.1 0.0 0.0
Se -0.10210 -2.51156 -1.50305 -0.3 1.1 -0.2
C 4.75771 -0.49605 -0.09295 0.1 0.0 0.0
C -4.14447 -1.49790 0.01671 0.1 0.0 0.0
H -2.16077 -2.25057 0.01615 0.0 0.0 0.0
H 5.83641 -0.57543 -0.09820 0.0 0.0 0.0
H 4.71576 1.65046 -0.04044 0.0 0.0 0.0
N -2.13359 -0.18717 -0.02219 0.1 0.0 -0.2
H -4.59116 -2.48081 0.03164 0.0 0.0 0.0
H 4.37237 -2.63120 -0.08860 0.0 0.0 0.0
N -2.39271 2.23981 0.05631 -0.1 0.0 -0.1
C 0.68751 3.94824 0.08367 0.1 0.0 0.0
H -4.80362 1.80838 0.06861 0.0 0.0 0.0
C -1.16505 2.57682 0.04661 0.3 0.1 0.1
C 1.10192 2.53581 0.00340 -0.2 0.1 0.1
C 0.73866 6.30698 0.20302 0.0 0.0 0.0
H 2.51703 5.07620 0.09960 0.0 0.0 0.0
C 0.94275 -6.44625 -0.67208 0.0 0.0 0.0
F -0.91174 -5.97023 2.38630 0.0 0.0 0.0
```
Positions in Å, forces in eV/Å.

Record 4
Computed, not measured: C39H51As3CeN5O5S2 as an isolated structure at a distorted geometry, with wB97M-V/def2-TZVPD.

ΔE to the lowest compared entry with this formula, charge and spin (kJ/mol): 55.3
Total charge: +2
HOMO (spin up / spin down) (eV): -12.19 / -12.19
Maximum force (eV/Å): 2.880
Multiplicity: 2
LUMO level (spin up / spin down) (eV): -5.489 / -5.484
HOMO-LUMO gap (spin up / spin down) (eV): 6.702 / 6.707

```
106
Properties=species:S:1:pos:R:3:forces:R:3
C -4.92354 3.20922 0.63481 0.2 0.3 -0.3
As 2.05026 -1.88966 0.37238 -0.8 -0.7 -0.8
H 1.44808 -5.52144 0.24059 0.3 0.1 -0.3
H -0.09134 2.33614 4.80724 0.3 0.3 0.0
As -1.34205 -2.06193 -0.29939 -0.5 -0.7 0.1
S 1.47981 -1.31517 -3.16571 0.2 0.0 -0.7
C -5.40343 1.55443 -1.11328 -0.9 -0.4 -0.5
C -7.12630 2.99241 -0.16993 0.1 -0.8 -0.9
H -0.22588 -5.85702 0.02645 -0.7 -0.5 -0.3
C -6.72864 1.96833 -1.04794 -0.8 -0.4 0.0
N 4.45260 6.48796 2.70353 0.8 -1.5 -0.4
H -1.80642 -2.40262 -2.72286 0.2 -0.8 0.8
H -0.81802 5.98085 -2.39240 -0.3 -0.1 0.2
C 3.05782 -3.03039 -0.85431 0.7 1.2 -0.5
H -0.88073 0.77221 4.52443 0.2 0.2 -0.3
C 0.96384 -0.29516 -5.65803 0.1 -0.6 0.0
H -8.15981 3.24951 -0.15612 -0.6 0.2 0.0
H -3.75472 -2.79758 -0.02524 -0.2 -0.4 0.1
H -1.33775 -3.31249 5.70067 0.1 0.2 -0.2
S 0.97508 1.07942 3.05605 0.4 0.2 0.6
H 2.43165 -0.58015 3.76910 0.5 -0.1 0.0
H 4.39487 -1.18620 0.73140 -0.2 0.0 0.2
H -6.57530 4.42462 1.31245 0.1 0.0 0.1
H -0.30799 4.24214 -0.76302 0.2 -0.3 0.7
H -0.07630 -1.65918 -8.56790 0.1 0.1 0.2
C 1.41660 3.73048 1.42790 0.0 -0.3 0.4
C 0.49553 -0.34403 -6.96854 0.5 0.1 0.4
H 1.04282 -2.64069 2.49861 -0.4 0.9 1.3
C 0.22503 2.47925 -3.45029 0.4 -0.5 -0.3
H 2.03788 0.54120 5.05971 0.5 0.7 1.1
C -4.53150 2.20956 -0.25878 0.5 0.3 0.1
H -3.64591 -1.34012 -1.03055 0.1 -0.2 -0.1
H 2.17442 -3.81256 1.94062 -0.2 0.2 -0.1
H -1.45693 -2.90284 1.98796 -0.4 -0.3 0.3
C 0.23776 -1.58752 -7.52969 -0.3 0.5 -0.4
H 1.79257 -4.52702 5.95758 0.0 0.2 -0.1
H -2.30538 -3.91305 -1.87922 -0.2 0.2 0.4
C 0.47601 -5.05586 0.10790 0.3 1.5 -0.4
C -1.19273 -3.47161 1.10240 0.7 0.0 -0.2
H 0.90120 -0.73665 4.57037 -0.4 -0.1 0.3
C 0.71660 -2.68308 -5.43422 -0.1 0.7 -1.0
C 1.61924 -4.39562 4.88843 0.5 0.3 -0.4
Ce 0.38112 0.84828 -0.37546 -0.1 -0.1 1.1
O 2.56653 1.62107 -0.23076 0.1 -0.1 -0.3
As -0.13012 -5.12297 4.45856 -0.2 -0.6 -0.3
C 2.77068 3.65708 0.98064 -0.4 -1.1 -1.1
C 1.14361 4.74283 2.39005 -1.2 -0.4 -0.5
H -0.62569 -3.62313 -2.21947 0.0 0.3 0.1
C -0.62793 4.96376 -2.69814 0.4 0.0 -0.8
C 3.38546 5.55543 2.25176 0.6 -0.5 -0.5
C 0.31789 -2.73497 -6.78170 0.5 -0.2 0.7
C 1.09659 -1.45120 -4.89848 -0.8 -0.8 0.0
H -1.06915 2.07300 3.31588 0.0 0.2 0.2
H -0.66084 -2.72320 4.11640 0.2 0.8 0.0
H -0.91174 -5.86502 2.19972 0.1 0.0 0.1
C 2.09637 5.60385 2.82259 1.4 0.5 -0.4
H 4.72328 4.53711 0.93490 0.3 0.0 0.0
C -0.62218 4.63523 -4.04670 0.2 0.5 -0.7
N -2.08961 1.49819 -0.22266 2.8 -0.8 -0.1
O 5.56703 6.33494 2.19736 -1.2 0.5 0.4
N 0.15504 2.74974 -2.15226 -0.5 1.5 0.4
C 0.14376 -4.20806 1.35024 0.0 0.6 -0.5
O 0.35748 0.18858 1.98551 -0.1 -0.2 -0.1
O 4.17801 7.22034 3.61430 -0.1 0.7 0.2
H 3.81473 -3.57043 -0.30538 0.2 -0.2 0.2
H -3.51060 -1.16801 0.69380 -0.1 -0.3 0.1
H -2.11689 -3.67827 4.15267 -0.5 0.0 0.0
H 0.37669 0.56434 -7.54921 0.0 0.0 0.0
H 3.56638 -2.31697 -1.56481 -0.4 -0.9 0.7
H -0.92733 5.36468 -4.82498 0.2 -0.5 0.7
H -7.52559 1.44929 -1.61766 0.8 0.4 0.3
H 1.09751 1.74407 -5.55105 0.3 0.0 -0.3
C -1.17044 -3.50784 4.63825 -0.2 -0.2 0.4
H 2.45505 -3.72292 -1.41126 -0.3 -0.2 -0.2
C -1.54601 -3.13209 -1.89336 0.4 0.5 -2.0
H -1.90965 -4.25935 0.84002 -0.3 0.5 0.2
H 3.35342 -0.45904 1.95610 0.1 0.1 0.1
C 3.56006 -1.37783 1.41732 0.8 0.2 0.3
H -0.16977 3.17489 -5.52135 0.2 -0.1 0.6
O 0.52341 2.85971 1.07436 0.0 0.3 -0.4
C -0.25081 3.99578 -1.79794 0.0 -0.6 -0.3
H 0.08659 -3.65353 -7.28952 0.0 -0.4 0.3
C 0.77139 1.10046 -3.74507 -0.8 0.3 1.0
H 4.30058 2.50066 -0.04159 0.6 0.5 -0.1
C -0.14763 3.38998 -4.44407 -0.5 0.0 -0.1
C -0.38764 1.63115 4.04392 -1.0 -0.4 -0.3
C -3.15561 1.85973 -0.27791 -2.7 0.4 0.2
H 0.11097 4.85441 2.70878 0.1 -0.2 0.2
H 2.37620 -4.96443 4.34404 0.0 -0.1 0.2
H 3.83546 -2.18431 2.10436 0.0 0.2 0.0
H -4.16390 3.67339 1.24571 0.0 0.0 0.1
H -5.09254 0.72273 -1.78681 -0.2 0.9 0.7
H 0.72709 -3.57514 -4.84493 0.1 -0.3 0.3
C -0.03591 -5.26896 2.47719 0.1 0.5 0.0
N 1.22833 0.92486 -4.98109 0.0 0.2 -1.3
C 1.65037 -0.02632 4.26166 -0.3 -0.9 -1.2
H 0.43573 -4.39922 -0.80827 0.3 -1.0 0.9
N 0.72007 0.17388 -2.83618 -0.1 0.8 -0.1
C -6.23546 3.64086 0.65292 0.3 -0.3 0.2
C 3.24456 2.58327 0.17572 -0.6 -0.5 0.3
H 1.75507 -3.34853 4.58007 -0.1 -0.2 0.3
C 1.29044 -3.21072 1.65314 0.7 -1.5 -0.8
C 3.72998 4.57509 1.33771 0.0 1.8 1.3
H 1.94144 6.35813 3.57280 -0.3 0.2 0.2
C -3.27524 -1.84260 -0.13539 0.1 1.2 0.3
H 0.82495 -5.91374 2.37180 0.3 -0.5 0.0
```
Positions in Å, forces in eV/Å.

Record 5
Computed, not measured: a 2-piece molecular cluster, C4H11N2 overall at a distorted geometry, with wB97M-V/def2-TZVPD.

ΔE to the lowest compared entry with this formula, charge and spin (kJ/mol): 391.8
Total charge: +1
HOMO (eV): -12.13
Maximum force (eV/Å): 3.266
LUMO level (eV): -6.951
HOMO-LUMO gap (eV): 5.175

```
17
Properties=species:S:1:pos:R:3:forces:R:3
H 0.26722 2.98416 -2.59742 -0.6 -0.6 0.2
H -0.39892 2.22753 2.47046 -0.2 -0.3 0.7
H 0.88273 0.53042 -1.64636 0.7 -1.2 -0.7
H -1.01525 2.08489 0.09275 0.8 0.9 0.3
H -0.57930 -4.13370 -1.36261 0.2 -0.6 -0.1
C 0.33357 0.83837 1.20371 0.8 0.1 -2.0
H 1.04941 1.46583 3.10506 -0.2 -0.6 -0.2
H -0.60545 -4.95412 0.12108 1.1 0.4 -1.5
N -0.00040 -4.54930 -0.64269 -0.1 -0.6 1.4
H -0.96149 1.78295 -3.01442 1.6 0.8 0.8
N -0.37348 2.24506 -2.26252 -0.3 -2.1 0.2
H 1.00005 0.01934 0.98490 0.3 -0.4 0.3
C 0.22402 1.29214 -1.34440 -1.3 2.8 1.2
C -0.07373 1.52935 0.01167 -1.6 -0.9 0.7
H 0.72506 -5.21687 -0.97285 -1.3 0.7 0.2
C 0.08397 1.24720 2.61111 -0.7 1.5 -1.2
H -0.55802 0.60676 3.24251 0.5 -0.1 -0.5
```
Positions in Å, forces in eV/Å.

Record 6
Computed, not measured: C16H16N4O3ReS3SbSe4 as an isolated structure, with wB97M-V/def2-TZVPD.

Total charge: 0
HOMO (spin up / spin down) (eV): -7.70 / -7.70
Maximum force (eV/Å): 0.808
LUMO level (spin up / spin down) (eV): -1.560 / -1.559
HOMO-LUMO gap (spin up / spin down) (eV): 6.142 / 6.143

```
48
Properties=species:S:1:pos:R:3:forces:R:3
H -3.55584 0.93058 3.37979 0.0 0.0 0.0
H 0.71939 2.02970 -3.05808 0.0 0.0 0.0
C 0.65587 0.29405 1.83331 0.0 -0.2 -0.3
C -4.73758 0.28539 0.01857 -0.1 0.0 -0.1
H 3.31520 3.30322 -0.65823 0.0 0.0 0.0
C -2.52589 -0.65788 4.39629 0.0 0.0 0.0
C -1.53710 0.62208 2.66724 -0.1 0.0 0.0
Sb -3.27743 -2.47579 -3.22613 0.2 -0.1 0.1
H 1.75438 3.22629 0.17971 0.0 0.0 0.0
Se 0.29622 -1.90041 -4.00341 0.0 -0.3 -0.4
N -3.74420 -2.50566 2.07436 0.0 0.0 -0.1
H 3.42097 -2.11043 -1.56559 0.0 0.0 0.0
C 0.91667 2.54206 -2.11741 0.0 0.0 -0.1
H -1.31491 -2.22355 5.23298 0.0 0.0 0.0
H 4.40976 1.47951 -1.64959 0.0 0.0 0.0
C -0.27158 -1.15581 3.70315 0.0 0.0 0.0
N 3.17949 -0.08586 -1.00843 -0.1 0.0 0.0
H 0.64519 -1.72688 3.76535 0.0 0.0 0.0
Se -1.11111 -3.73354 -4.21256 0.0 -0.1 0.0
C -2.63566 0.37146 3.48149 0.0 0.0 0.0
C 2.02643 0.49689 -1.37249 0.1 0.0 0.1
C -3.34694 -1.92757 1.16324 0.0 0.0 0.1
H 2.21227 -1.79807 -0.30029 0.0 0.0 0.0
C 4.47399 0.56228 -1.07238 0.0 0.0 0.0
H 2.94677 1.97151 0.47553 0.0 0.0 0.0
C -1.35693 -1.41941 4.51176 0.0 0.0 0.0
O 1.09136 -0.28333 -1.72858 -0.1 0.2 -0.3
C -3.49277 -0.17457 -0.50734 -0.1 0.2 -0.1
O 1.77710 -0.10465 1.67538 0.0 0.0 0.1
S -1.29857 -1.73215 -0.59676 0.1 0.1 -0.2
H -3.37639 -0.89619 5.02058 0.0 0.0 0.0
H 1.28881 3.54043 -2.35116 0.0 0.0 0.0
H 3.93152 -1.68235 0.08344 0.0 0.0 0.0
N 1.94391 1.84824 -1.36244 0.0 -0.2 0.0
O 0.16209 1.27818 0.99831 -0.2 0.1 0.3
C -2.82221 -1.20275 0.04645 0.0 -0.2 0.1
C 2.53981 2.63066 -0.28566 0.1 0.0 0.0
H 5.17151 -0.10962 -1.57538 0.0 0.0 0.0
S -2.81509 0.70982 -1.86837 0.1 0.0 -0.1
H -0.01473 2.63454 -1.55609 0.0 0.0 0.0
H 4.86815 0.78659 -0.07908 0.0 0.0 0.0
S -1.38669 1.79588 1.40097 0.1 0.1 -0.2
C -0.37482 -0.12143 2.77734 0.1 0.0 0.1
Se -4.34121 -2.04079 -5.24625 -0.1 0.1 -0.2
Se -0.96093 -0.10602 -4.82640 0.0 0.0 0.2
C 3.18241 -1.50558 -0.68726 0.0 0.0 0.0
N -5.73008 0.69288 0.43311 0.0 0.0 0.1
Re -0.90058 -0.35194 -2.40297 -0.1 0.3 0.8
```
Positions in Å, forces in eV/Å.